1.
Below is an isolated ion of composition CH7N4S and charge +1 at a distorted geometry, with properties calculated with ωB97M-V with the def2-TZVPD basis set.

Atoms and positions in Å:
C1 -0.80 -0.10 0.12
N1 -1.98 -0.30 0.46
N2 -0.48 1.10 -0.71
N3 0.31 -0.76 0.48
N4 1.51 -0.29 -0.11
S1 -1.93 -1.72 1.89
H1 0.05 1.76 -0.11
H2 0.07 0.93 -1.49
H3 0.12 -1.71 0.81
H4 -1.36 1.54 -0.89
H5 2.16 -0.28 0.63
H6 1.60 -0.85 -0.88
H7 -2.81 -1.29 2.81

Maximum force, eV/Å: 3.63
HOMO-LUMO gap, eV: 9.273
Multiplicity: 1
HOMO level, eV: -13.48
Total charge: +1
SMILES: NN/C([NH3+])=N\S
Energy relative to the best compared isomer or geometry (same formula, charge and spin), kcal per mole: 52.1

These are the natural (NBO) partial charges, in e, on atoms 1 to 8:
1. C 0.493
2. N -0.489
3. N -0.688
4. N -0.471
5. N -0.667
6. S 0.083
7. H 0.464
8. H 0.448



2.
Below is a 2-piece molecular cluster, C22H46N2O10P overall at a distorted geometry, with properties calculated with ωB97M-V with the def2-TZVPD basis set.

Atoms and positions in Å:
C1 1.70 -0.74 0.06
O1 1.89 -1.20 1.39
C2 3.06 -0.69 1.98
C3 2.84 0.74 2.50
C4 3.19 1.85 1.50
C5 3.86 3.07 2.16
C6 2.88 4.17 2.57
C7 2.04 3.77 3.78
C8 1.19 4.95 4.27
C9 0.05 5.32 3.31
C10 -1.01 4.21 3.14
C11 -0.94 3.46 1.77
N1 -2.14 3.78 0.98
C12 -1.85 4.42 -0.26
O2 -2.50 5.72 -0.34
O3 -1.49 6.74 -0.43
C13 -3.09 2.66 0.81
N2 -4.31 3.22 0.23
C14 -3.50 2.03 2.14
C15 -4.25 0.74 1.98
O4 -4.04 -0.23 2.65
C16 -2.54 1.51 -0.12
O5 -3.26 1.16 -1.08
O6 -1.43 1.03 0.19
H1 0.90 -1.32 -0.38
H2 2.62 -0.78 -0.53
H3 1.36 0.29 0.10
H4 3.31 -1.34 2.82
H5 3.91 -0.69 1.28
H6 3.46 0.86 3.40
H7 1.80 0.79 2.82
H8 2.27 2.21 1.04
H9 3.84 1.46 0.72
H10 4.40 2.75 3.06
H11 4.58 3.49 1.47
H12 3.46 5.05 2.87
H13 2.25 4.45 1.73
H14 1.39 2.92 3.55
H15 2.72 3.53 4.60
H16 1.84 5.82 4.35
H17 0.72 4.70 5.22
H18 -0.46 6.19 3.72
H19 0.43 5.61 2.33
H20 -0.95 3.51 3.98
H21 -1.97 4.70 3.20
H22 -0.85 2.41 1.98
H23 -0.03 3.80 1.29
H24 -2.22 3.86 -1.13
H25 -0.79 4.62 -0.39
H26 -1.19 6.70 -1.35
H27 -4.23 3.25 -0.78
H28 -5.11 2.64 0.45
H29 -2.66 1.79 2.78
H30 -4.13 2.73 2.69
H31 -5.06 0.73 1.23
O7 -1.33 -6.73 -3.33
P1 -0.17 -5.91 -3.72
O8 0.67 -6.67 -4.87
C17 0.08 -6.85 -6.16
C18 -0.11 -5.55 -6.92
O9 0.89 -6.03 -2.49
C19 0.54 -6.71 -1.28
C20 0.90 -8.18 -1.34
O10 0.22 -4.40 -4.05
C21 -0.71 -3.34 -3.67
C22 -0.96 -3.29 -2.18
H32 -0.88 -7.37 -6.04
H33 0.75 -7.51 -6.71
H34 -0.85 -4.91 -6.44
H35 -0.45 -5.76 -7.94
H36 0.82 -5.00 -6.97
H37 -0.52 -6.58 -1.05
H38 1.10 -6.22 -0.48
H39 0.62 -8.62 -2.29
H40 0.41 -8.73 -0.54
H41 1.98 -8.32 -1.23
H42 -1.65 -3.48 -4.21
H43 -0.26 -2.41 -4.01
H44 -1.46 -4.20 -1.83
H45 -1.59 -2.44 -1.93
H46 -0.02 -3.21 -1.63

Maximum force, eV/Å: 4.83
HOMO-LUMO gap, eV: 7.171
Multiplicity: 1
HOMO level, eV: -4.77
Total charge: -1

These are the Löwdin partial charges, in e, on atoms 1 to 8:
1. C -0.091
2. O -0.180
3. C -0.250
4. C -0.170
5. C -0.195
6. C -0.212
7. C -0.215
8. C -0.206



3.
Below is C25H45Cl3O10Se2Si3Ta as an isolated structure, with properties calculated with ωB97M-V with the def2-TZVPD basis set.

Atoms and positions in Å:
Ta1 0.37 0.05 -0.01
O1 1.95 3.84 0.53
C1 2.13 2.66 0.36
O2 1.17 1.88 -0.10
C2 3.51 2.07 0.65
C3 4.12 1.29 -0.52
C4 5.63 1.14 -0.33
C5 5.70 0.04 0.75
C6 4.21 -0.20 1.01
O3 3.64 -0.04 -0.29
C7 3.63 1.00 1.78
C8 2.36 0.64 2.51
O4 2.31 0.72 3.72
O5 1.34 0.23 1.80
H1 4.12 2.94 0.90
H2 3.80 1.61 -1.51
H3 6.10 2.08 -0.02
H4 6.10 0.82 -1.25
H5 6.23 0.34 1.65
H6 6.16 -0.87 0.37
H7 3.95 -1.17 1.41
H8 4.32 1.34 2.55
O6 -1.57 -2.09 -4.93
C9 -0.40 -1.33 -4.64
C10 0.64 -2.13 -3.85
C11 1.26 -3.20 -4.78
O7 0.33 -4.15 -5.26
C12 0.03 -2.83 -2.64
Se1 -1.04 -1.72 -1.44
C13 1.78 -1.22 -3.41
Se2 1.34 0.44 -2.46
H9 -2.07 -2.14 -4.10
H10 -0.66 -0.43 -4.10
H11 0.02 -1.04 -5.61
H12 2.03 -3.76 -4.24
H13 1.74 -2.69 -5.62
H14 -0.51 -3.67 -5.39
H15 0.82 -3.33 -2.08
H16 -0.68 -3.60 -2.97
H17 2.33 -0.86 -4.28
H18 2.47 -1.78 -2.78
C14 -1.73 1.82 -2.75
O8 -1.51 1.35 -1.43
Si1 -2.76 1.04 -0.35
C15 -4.04 -0.22 -0.90
C16 -3.84 2.58 -0.38
C17 -1.64 0.61 1.07
Si2 -1.56 2.25 2.09
C18 -1.05 3.73 1.03
C19 -0.52 2.20 3.65
C20 -3.21 2.82 2.84
Si3 -2.30 -0.76 2.24
C21 -3.99 -0.24 2.95
C22 -2.71 -2.45 1.51
C23 -1.17 -1.06 3.71
H19 -2.29 2.75 -2.72
H20 -2.29 1.08 -3.33
H21 -0.77 1.99 -3.23
H22 -4.60 0.20 -1.73
H23 -4.75 -0.38 -0.09
H24 -3.65 -1.19 -1.21
H25 -4.21 2.67 -1.40
H26 -3.34 3.51 -0.12
H27 -4.71 2.46 0.26
H28 -0.07 4.10 1.30
H29 -1.78 4.53 1.19
H30 -1.01 3.50 -0.04
H31 0.46 1.76 3.58
H32 -1.06 1.66 4.42
H33 -0.42 3.24 3.98
H34 -3.95 3.16 2.12
H35 -2.93 3.68 3.45
H36 -3.68 2.10 3.51
H37 -4.59 0.36 2.27
H38 -3.89 0.32 3.88
H39 -4.55 -1.15 3.18
H40 -3.40 -2.42 0.68
H41 -3.21 -2.98 2.33
H42 -1.84 -3.01 1.21
H43 -1.54 -0.56 4.60
H44 -0.15 -0.74 3.53
H45 -1.14 -2.13 3.91
Cl1 0.55 -5.03 0.87
C24 1.69 -3.78 1.40
Cl2 3.34 -4.24 0.95
Cl3 1.59 -3.54 3.14
C25 1.29 -2.49 0.66
O9 1.87 -2.16 -0.37
O10 0.37 -1.82 1.17

Maximum force, eV/Å: 0.89
HOMO-LUMO gap, eV: 6.927
Multiplicity: 1
HOMO level, eV: -4.82
Total charge: -1
Energy relative to the best compared isomer or geometry (same formula, charge and spin), kcal per mole: 2.1

These are the Löwdin partial charges, in e, on atoms 1 to 8:
1. Ta 1.640
2. O 0.095
3. C -0.505
4. O -0.303
5. C -0.084
6. C -0.278
7. C -0.091
8. C -0.094